A structure of composition C14H13EuNO3 in a non-equilibrium geometry. Source: the OMol25 dataset; level of theory: ωB97M-V/def2-TZVPD.

Its frontier orbital gap (spin up / spin down) is 5.94 / 6.74 eV. The calculation puts the HOMO energy (spin up / spin down) at -18.23 / -18.89 eV. For the total energy, the calculation gives -41655.5007 eV.

```
! wB97M-V def2-TZVPD RIJCOSX def2/J DEFGRID3
* xyz 3 7
Eu 4.96 -1.10 3.33
O 0.43 -2.23 1.86
O -1.72 1.97 0.78
O 3.94 1.30 3.33
N 0.56 -3.23 -0.86
C -0.39 -1.70 -2.44
C 0.31 1.23 1.69
C 0.44 -1.16 1.29
C -0.91 -0.50 -2.75
C -1.08 0.52 -1.77
C -1.72 1.80 -2.17
C 3.22 0.65 2.62
C 0.06 -1.99 -1.11
C -3.26 1.76 -1.92
C -0.05 -0.96 -0.11
C -0.77 1.25 0.66
C -0.63 0.24 -0.43
C 1.93 0.01 3.12
C 0.89 0.07 2.01
H -1.27 2.61 -1.60
H -3.77 2.12 -2.80
H 2.16 -1.04 3.38
H -3.52 2.40 -1.08
H -0.28 -2.48 -3.19
H -1.50 1.98 -3.22
H -3.61 0.76 -1.69
H 3.46 0.52 1.54
H -0.09 -4.00 -0.76
H 1.21 -3.26 -0.09
H 0.57 2.18 2.17
H -1.21 -0.30 -3.77
H 1.61 0.56 4.00
*
```